C12H23CuNO13S2 | the ωB97M-V functional and the def2-TZVPD basis

Calculated values
Max |F|: 2.69 eV Å⁻¹
E: -3940.84011 Eh
HOMO-LUMO gap (spin up / spin down): 6.04 / 5.92 eV
LUMO (spin up / spin down): 4.28 / 4.28 eV
HOMO energy (spin up / spin down): -1.76 / -1.64 eV

```
! RIJCOSX wB97M-V def2-TZVPD def2/J DEFGRID3
* xyz -2 2
Cu -0.50282 1.46471 0.19869
S -3.09789 2.35323 0.10901
S 1.18392 3.70136 0.38374
O -1.60333 -1.93199 -3.69888
O 0.52370 3.10405 -0.80498
O -3.55447 3.72374 0.25686
O 1.47611 0.32307 -0.52885
O 0.78419 2.69718 1.40944
O -2.11534 2.16562 -0.99660
O 3.20854 -0.88700 -1.24456
O 0.59337 -1.18199 3.94357
O -2.26132 1.91765 1.25589
O -0.08133 -0.05596 2.12541
O -4.19415 1.41179 -0.13634
O 2.64670 3.68976 0.22770
O 0.62250 5.00860 0.65738
N -1.51834 -0.50739 -0.27853
C -0.43285 -2.51840 -1.13100
C 3.63468 1.40855 -1.02667
C 4.39983 0.83268 -2.20031
C 4.47683 -0.64735 -1.85981
C -1.00980 -1.16793 -1.49731
C 0.02540 -1.59345 5.17317
C -1.45772 -0.05849 4.14276
C -0.26907 -0.41807 3.23977
C 2.61531 0.30010 -0.84811
C -2.11815 -1.30759 -2.55544
C -2.53077 -2.02520 -4.74308
C -1.00355 -0.52859 5.53557
H 3.21211 2.39492 -1.19881
H -1.13499 -3.32312 -0.88945
H 5.36318 -0.83281 -1.24713
H -1.69495 -1.20654 0.43083
H -2.97600 -1.83105 -2.09254
H -2.14940 -2.74280 -5.47325
H 0.18322 -2.97488 -1.92007
H -2.74555 -1.07362 -5.23178
H 0.31160 -2.41962 -0.33489
H 4.22973 1.45957 -0.11076
H -0.41731 -2.59060 5.07689
H -1.61524 1.01764 4.13065
H 5.31834 1.39050 -2.40525
H -2.33280 -0.52628 3.68896
H 3.78778 1.00046 -3.09357
H -2.52310 -0.31341 -2.80050
H 0.77985 -1.72627 5.95089
H -0.24055 -0.55328 -1.96781
H -3.44988 -2.49957 -4.37390
H -1.86395 -0.87639 6.10344
H 4.49060 -1.25757 -2.76333
H -0.54813 0.34686 5.99433
H -2.42472 -0.13482 -0.58145
*
```

***

C12H23F3FeNO2P2 | the ωB97M-V functional and the def2-TZVPD basis

Calculated values
Max |F|: 4.12 eV Å⁻¹
E: -2921.55662 Eh
HOMO-LUMO gap (spin up / spin down): 7.04 / 6.93 eV
LUMO (spin up / spin down): -8.27 / -9.50 eV
Relative energy (zero: lowest compared OMol25 entry of this formula, charge and spin): 48.9 kcal per mole
HOMO energy (spin up / spin down): -15.31 / -16.43 eV

```
! RIJCOSX wB97M-V def2-TZVPD def2/J DEFGRID3
* xyz 2 6
Fe 0.30493 -0.39481 -0.13616
P -0.21250 -2.47004 0.56295
P -0.20893 1.78754 -0.41734
F 0.61067 -0.16606 2.83912
F 1.84154 1.31920 1.68275
F 2.53506 -0.80321 1.82166
O -4.65693 2.03548 0.76835
O -2.87177 0.31467 2.98884
N -0.82185 -0.64727 -1.66201
C -0.36217 3.30720 0.60556
C -1.82162 -2.22767 -3.18767
C -1.51170 1.64360 -1.67518
C 0.99012 -3.59976 1.24310
C -1.68459 0.35642 -2.16493
C -2.55325 -1.21110 -3.79199
C -1.77076 -2.93892 1.39801
C 1.08781 2.27772 -1.67337
C 1.41075 -0.01266 1.65643
C -0.48732 -3.03782 -1.21319
C -1.09354 -1.93030 -2.04001
C -2.60298 0.03160 -3.20294
H -2.06581 0.91833 2.88202
H -1.90928 -4.03328 1.36547
H 0.76311 3.25886 -2.03535
H -3.01709 -1.40167 -4.74631
H -3.27821 0.80877 -3.56948
H -1.08671 -3.96134 -1.21248
H 0.56518 -4.59434 1.40659
H 0.50144 3.39972 1.27972
H -5.15978 1.31970 0.34809
H 2.11877 2.34024 -1.29072
H 0.53864 -3.25149 -1.55941
H -4.32461 2.68622 0.12704
H -2.10414 2.46487 -2.11540
H 0.99966 1.55911 -2.50286
H -2.63278 -2.43147 0.94485
H -1.74969 -3.23251 -3.59125
H -1.28395 3.24804 1.20135
H 1.28842 -3.17428 2.20618
H -3.45192 0.61027 2.24460
H 1.85300 -3.66947 0.57391
H -0.78937 0.15888 0.57540
H -1.70328 -2.59803 2.43984
H -0.39747 4.22302 -0.00343
*
```

***

C12H23F6LiN4O6S2 | the ωB97M-V functional and the def2-TZVPD basis

Calculated values
Max |F|: 2.22 eV Å⁻¹
E: -2544.68295 Eh
HOMO-LUMO gap: 10.24 eV
LUMO: 0.12 eV
HOMO energy: -10.12 eV

```
! RIJCOSX wB97M-V def2-TZVPD def2/J DEFGRID3
* xyz 0 1
S -10.63863 -21.79088 13.85333
S -12.23933 -20.49563 12.22852
F -12.29123 -20.98654 9.66623
F -11.82957 -22.75576 10.85459
F -13.84290 -21.98341 10.78902
F -11.49334 -24.26371 14.01905
F -11.29418 -23.33120 15.95309
F -9.51949 -23.90384 14.84839
O -13.42915 -19.70461 12.34572
O -9.85139 -22.15911 12.72689
O -13.94351 -20.64098 15.78228
O -11.06338 -19.76948 11.93039
O -14.92069 -23.36467 12.91167
O -10.04394 -20.84508 14.76497
N -12.16476 -19.36239 16.31080
N -14.25703 -18.88938 17.21587
N -15.70539 -22.93161 14.02065
N -12.17848 -21.46580 13.57427
C -15.79160 -23.99063 15.02821
C -10.73640 -23.41899 14.73241
C -14.38828 -24.27127 15.55010
C -12.53943 -21.64806 10.78155
C -17.84527 -23.07050 12.68912
C -16.57203 -23.43372 16.24012
C -16.48007 -20.97519 12.76051
C -17.60772 -21.73091 14.83940
C -16.92264 -22.20361 13.55129
C -13.47389 -19.71210 16.42604
C -17.92294 -22.86076 15.81368
C -16.42021 -25.30380 14.60037
Li -13.89423 -21.86342 14.35247
H -17.16575 -20.13873 12.91785
H -16.76287 -24.22926 16.96143
H -13.74512 -24.50240 14.68959
H -17.28337 -23.46574 11.83736
H -15.45501 -24.00624 12.42012
H -15.08062 -19.33290 17.58076
H -18.56035 -22.40969 12.18647
H -18.42874 -23.79980 13.23542
H -17.01899 -20.91496 15.27316
H -16.51233 -21.16726 11.68496
H -14.32152 -25.19073 16.13161
H -11.77783 -18.61601 16.86074
H -11.55342 -19.86813 15.68190
H -15.99921 -22.61281 16.67381
H -16.21451 -26.15217 15.25021
H -17.49653 -25.28530 14.42480
H -13.90449 -23.47616 16.12001
H -18.55228 -22.47861 16.61356
H -18.47660 -23.59806 15.23319
H -18.52331 -21.20114 14.53403
H -15.48552 -20.60597 12.99976
H -16.02541 -25.64086 13.62622
H -13.71570 -18.31749 17.84618
*
```

***

C12H23N2O2P2PtS | the ωB97M-V functional and the def2-TZVPD basis

Calculated values
Max |F|: 2.18 eV Å⁻¹
E: -1930.97023 Eh
HOMO-LUMO gap (spin up / spin down): 9.26 / 5.95 eV
LUMO (spin up / spin down): -2.78 / -6.04 eV
Relative energy (zero: lowest compared OMol25 entry of this formula, charge and spin): 11.9 kcal per mole
HOMO energy (spin up / spin down): -12.04 / -11.99 eV

```
! RIJCOSX wB97M-V def2-TZVPD def2/J DEFGRID3
* xyz 1 3
Pt -0.26869 0.68954 -0.04771
S -1.05077 2.28369 3.30810
P -2.40204 0.04820 -0.12748
P 1.93000 0.86503 0.52515
O 0.26430 1.95742 -2.12613
O 1.87734 -0.04201 -3.00723
N -1.78298 4.74626 4.46988
N 0.15148 -1.43082 -0.03261
C -2.27730 -1.76790 0.16170
C 2.44924 -0.70101 -0.37090
C 0.70399 -4.07013 -0.39191
C -2.88745 0.25364 -1.84198
C 2.30057 0.64598 2.27119
C 1.44547 -1.79411 -0.14937
C 2.79592 2.29680 -0.13888
C -3.54484 0.82964 0.99956
C 1.73230 -3.13527 -0.41614
C -1.47443 3.70705 3.97452
C -0.59901 -3.67563 -0.09953
C -0.86967 -2.31103 -0.01009
H 3.38660 0.69209 2.38017
H -2.57714 -1.94313 1.20473
H 2.47084 -0.49472 -1.46865
H 3.44341 -0.99168 -0.02056
H 1.92051 -0.32289 2.59502
H -4.51432 0.32222 0.94266
H 1.24061 0.67185 -2.65304
H -0.12754 2.29263 -2.94887
H 2.37061 2.59281 -1.10347
H 2.57209 0.43678 -3.49161
H 0.93474 -5.11981 -0.53220
H -0.52777 2.26921 -0.04344
H -3.17282 1.30614 -1.96849
H 3.86398 2.07302 -0.22645
H -3.02278 -2.28218 -0.46346
H 2.66902 3.12997 0.55959
H -3.73331 -0.40777 -2.06077
H -3.64974 1.87505 0.68893
H -3.16345 0.81141 2.02828
H 2.77032 -3.39215 -0.60535
H 1.82479 1.43133 2.86508
H -2.02937 0.02166 -2.48873
H -1.44274 -4.36720 -0.13955
*
```